No. 1
A cluster of 5 separate species, C28H71N5O9P in total, computed with ωB97M-V/def2-TZVPD.

Properties
Frontier orbital gap in eV: 7.315
E_LUMO in eV: -2.753
Multiplicity: 1
E_HOMO in eV: -10.1
Charge: +1
Energy relative to the best compared isomer or geometry (same formula, charge and spin) in kJ/mol: 0.0

Geometry as XYZ:
```
114
Properties=species:S:1:pos:R:3:mulliken_charge:R:1
H 5.03 -3.24 0.00 -0.223
H 3.65 -5.00 -1.27 -0.045
H -6.64 2.33 2.68 0.294
H -5.04 5.72 1.64 0.360
H -1.50 -1.61 3.65 0.341
C -0.87 -4.13 3.97 -0.808
O -5.06 2.12 -1.78 -0.404
H -6.85 4.83 4.74 0.178
H -4.29 5.36 -2.17 0.398
H 6.40 -4.61 -2.18 0.129
C -5.54 5.03 2.33 -0.515
H 2.71 3.18 -0.60 0.255
H 2.50 -6.68 0.55 0.351
H 7.06 -3.45 -3.79 0.249
H -3.79 3.94 -3.11 0.212
H 4.82 -6.93 -2.41 0.441
O 0.00 -3.00 4.04 -0.343
C 6.44 -6.52 -4.18 -0.715
C 6.56 -2.48 -3.82 -0.658
O -5.94 3.93 1.54 -0.293
O 5.22 -5.81 -4.13 -0.351
H 5.57 0.51 -3.25 0.045
H -0.95 4.51 -0.82 0.388
C -6.63 3.42 6.30 -0.812
C -1.67 1.63 -2.83 -0.730
H -1.00 -4.48 5.00 0.408
H 5.51 -2.62 -4.12 0.314
H -1.20 0.70 -3.16 0.342
H 6.63 2.78 -2.55 0.434
H -5.91 1.11 4.99 0.278
H 2.04 -3.03 1.81 0.129
H -0.85 -6.15 3.27 0.381
C -4.97 1.43 -0.55 -0.454
P 4.70 1.61 -3.36 0.320
O 6.68 -1.80 -2.58 -0.477
H -5.83 1.64 0.08 0.147
O 2.83 -4.73 0.91 -0.356
H 5.65 -1.16 -0.98 0.421
H -5.86 2.95 6.92 0.405
H -2.41 1.93 -3.57 0.316
H 4.65 -1.98 -2.18 0.245
C -4.54 4.69 3.42 -0.866
H -6.42 5.57 2.71 0.380
H -1.75 5.69 -1.84 0.397
C 2.18 2.28 -2.32 -1.042
O 4.51 4.52 -4.12 -0.339
C 0.60 -5.80 0.92 -0.779
H 1.73 2.64 -3.23 0.465
H 3.37 0.64 -1.59 0.489
H 0.75 -5.44 3.56 0.170
H -4.05 1.68 -0.01 0.203
H 6.76 -3.22 -0.32 0.451
N -4.99 3.84 4.53 -0.302
H 6.44 4.65 -4.03 0.389
N -2.94 4.12 -1.16 -0.105
H -2.85 3.14 -0.95 -0.021
H 0.49 -5.48 -0.12 0.399
H 2.18 4.22 -1.67 0.218
N -0.20 -4.89 1.74 -0.316
H 0.16 -6.80 0.99 0.405
H -7.56 2.73 1.23 0.375
H -7.56 0.47 5.17 0.238
C 2.86 -3.75 1.94 -0.603
O -7.39 2.44 5.60 -0.339
C -0.48 -1.86 3.34 -0.698
C 5.78 -3.27 -0.80 -0.410
C -4.05 4.30 -2.10 -0.430
H -0.46 -2.02 2.25 0.283
H 0.19 -3.96 1.65 0.070
H 4.04 -4.00 -2.69 0.070
H -7.70 3.77 2.65 0.340
H -2.17 1.42 -1.88 0.221
H 1.38 1.90 -1.71 0.437
H -4.96 0.36 -0.78 0.283
H -6.60 0.82 6.62 0.346
H 5.21 3.35 -1.70 0.378
H -6.10 3.78 -2.32 0.419
H 3.79 -3.20 1.85 0.295
H 7.06 -1.89 -4.58 0.319
H 7.15 -6.16 -3.44 0.304
C 5.62 -2.02 -1.66 -0.158
N 5.69 -4.57 -1.46 -0.275
C 4.45 -6.07 -2.95 -0.908
C 2.10 -5.91 1.21 -0.559
C -1.05 3.95 -2.88 -0.531
O -0.64 2.60 -2.67 -0.303
H -1.86 -3.85 3.59 0.396
H 2.69 0.41 -3.17 0.437
H 3.43 -6.30 -3.29 0.370
C 3.17 1.14 -2.53 -0.563
H -0.14 4.50 -3.12 0.388
H 0.17 -1.03 3.58 0.232
C 5.52 4.17 -3.70 -0.192
C -6.03 4.43 5.35 -0.188
H -7.32 3.94 6.97 0.396
H -5.57 3.80 -0.64 -0.237
H -5.33 2.97 4.14 0.075
H 6.28 -7.59 -4.03 0.350
C -5.28 3.53 -1.65 -0.021
H -1.70 4.02 -3.76 0.355
C -0.25 -5.24 3.15 -0.180
C -7.01 3.16 2.07 -0.872
C -6.82 1.15 5.60 -0.699
H 2.81 -4.20 2.93 0.300
C 5.59 3.04 -2.66 -0.503
H -4.13 5.61 3.84 0.430
C 4.39 -4.84 -2.07 0.438
H -5.61 5.26 5.93 0.381
C -1.66 4.62 -1.65 -0.816
H 6.87 -6.38 -5.17 0.243
H 2.31 -6.24 2.23 0.393
H 4.55 1.82 -4.74 0.158
H -3.70 4.17 2.94 0.391
N 2.79 3.41 -1.59 -0.419
```

No. 2
A cluster of 2 separate species, C4H15N2 in total, computed with ωB97M-V/def2-TZVPD.

Properties
Frontier orbital gap in eV: 9.621
E_LUMO in eV: -3.705
Multiplicity: 1
E_HOMO in eV: -13.3
Charge: +1
Energy relative to the best compared isomer or geometry (same formula, charge and spin) in kJ/mol: 115.4

Geometry as XYZ:
```
21
Properties=species:S:1:pos:R:3:nbo_charge:R:1
H 1.18 1.75 -1.77 0.229
H -1.26 0.54 -0.54 0.437
H -0.92 -3.03 1.93 0.222
H -1.15 1.16 -2.09 0.451
H 2.32 1.32 0.35 0.262
H 2.12 -0.57 -1.42 0.258
H 0.88 2.52 0.55 0.223
H -1.09 2.15 -0.73 0.439
C 0.73 1.09 -1.05 -0.033
H 0.62 -1.08 -0.69 0.220
H 0.60 -0.61 -2.37 0.220
H -1.73 -0.27 1.29 0.316
H 0.33 -1.83 1.35 0.163
N -0.80 1.27 -1.11 -0.689
H 0.77 0.82 1.17 0.228
N -1.83 -1.30 1.22 -0.793
H -1.81 -1.48 0.22 0.331
H -0.57 -1.56 2.88 0.213
C -0.65 -1.95 1.84 -0.431
C 1.22 1.46 0.36 -0.637
C 1.05 -0.40 -1.42 -0.628
```

No. 3
An isolated molecule of C4H8O3, computed with ωB97M-V/def2-TZVPD.

Properties
Frontier orbital gap in eV: 10.735
E_LUMO in eV: 0.636
Multiplicity: 1
E_HOMO in eV: -10.1
SMILES: O=C(O)CCCO
Energy relative to the best compared isomer or geometry (same formula, charge and spin) in kJ/mol: 165.2

Geometry as XYZ:
```
15
Properties=species:S:1:pos:R:3:nbo_charge:R:1
C 0.35 -0.87 -1.45 -0.070
H -0.52 -1.47 -1.71 0.174
C -0.29 0.83 1.78 0.796
H -0.86 0.79 -1.21 0.209
H 1.20 -1.25 -0.80 0.170
H 0.54 0.86 3.53 0.509
H 0.37 -0.70 -3.37 0.464
C -0.03 0.33 -0.58 -0.416
H 0.91 0.95 -0.48 0.230
H -0.16 -1.06 1.10 0.226
C -0.65 -0.14 0.70 -0.528
O 0.49 0.30 2.67 -0.682
O -0.66 2.00 1.83 -0.615
H -1.76 -0.14 0.64 0.249
O 1.07 -0.44 -2.65 -0.717
```

No. 4
An isolated molecule of C4H5OP, computed with ωB97M-V/def2-TZVPD.

Properties
Frontier orbital gap (alpha / beta) in eV: 6.787 / 8.549
E_LUMO (alpha / beta) in eV: -1.187 / -0.059
Multiplicity: 1
E_HOMO (alpha / beta) in eV: -8.0 / -8.6
Energy relative to the best compared isomer or geometry (same formula, charge and spin) in kJ/mol: 305.3

Geometry as XYZ:
```
11
Properties=species:S:1:pos:R:3:nbo_charge:R:1
C -1.05 -0.31 0.31 -0.746
H -0.24 -0.70 -1.56 0.212
H -1.39 0.54 0.82 0.228
P -0.06 -1.41 1.50 0.820
H 2.00 0.91 -1.06 0.242
C 1.20 0.56 -0.47 -0.455
C 1.48 0.52 0.81 0.409
H -1.99 -0.92 0.14 0.235
C -0.18 0.10 -0.87 -0.441
H -0.81 0.74 -1.48 0.222
O 1.03 -0.04 1.88 -0.726
```

No. 5
A structure of composition C29H27MnN9O3S2, computed with ωB97M-V/def2-TZVPD.

Properties
Frontier orbital gap (alpha / beta) in eV: 7.634 / 7.590
E_LUMO (alpha / beta) in eV: 0.084 / -0.024
Multiplicity: 6
E_HOMO (alpha / beta) in eV: -7.5 / -7.6
Expectation value of S²: 8.754
Energy relative to the best compared isomer or geometry (same formula, charge and spin) in kJ/mol: 0.0

Geometry as XYZ:
```
71
Properties=species:S:1:pos:R:3:lowdin_spin:R:1
C 3.27 1.89 3.22 0.001
H 1.37 -1.68 -7.33 0.000
Mn -0.72 0.65 -0.36 4.684
H 1.01 2.27 -4.83 0.000
C -5.14 0.53 -2.19 0.004
N -1.82 1.77 -2.06 0.031
C 0.85 -1.15 -2.57 0.004
H 0.18 -3.60 1.97 0.001
H -1.47 3.79 -0.46 0.001
S -1.11 -1.29 1.39 0.042
H 3.06 3.83 1.34 0.000
C 0.80 0.46 -5.98 0.000
H 0.45 -4.06 -4.22 0.000
C 0.25 -3.24 -3.55 0.001
C -1.13 -2.13 -1.96 0.004
O 1.03 1.11 -1.96 0.026
N -0.26 -1.12 -1.84 0.028
C -4.06 -0.07 -0.19 0.006
C -0.90 1.38 -4.55 0.000
H -3.99 -0.57 0.77 0.000
C 3.15 1.28 1.98 0.001
C -1.75 0.33 -4.90 0.000
C 0.56 -1.71 1.36 0.011
H 2.57 -0.24 -1.66 0.000
C 1.80 0.01 -2.40 0.002
H -6.11 -0.60 -0.61 0.000
C -0.47 3.85 -0.04 0.007
O -0.24 3.36 -3.05 0.001
H 4.13 0.07 0.51 0.000
S -1.43 2.61 -3.38 0.005
H 1.79 0.53 -6.42 0.000
H 4.53 2.28 4.90 0.000
N 1.58 -0.90 1.19 0.001
C -1.32 -0.65 -5.77 0.000
H 2.06 -2.17 -4.01 0.000
C -3.01 1.18 -1.82 0.008
H 6.26 -0.06 1.76 0.000
H 1.85 -3.22 1.79 0.000
H -0.31 5.98 -0.23 0.000
N -2.98 0.56 -0.61 0.031
H 6.46 1.04 3.97 0.000
C -5.22 -0.10 -0.95 0.001
C 4.23 0.57 1.46 0.001
O -2.54 3.33 -3.94 0.004
H -1.98 -1.46 -6.04 0.000
C 1.47 5.07 0.58 0.003
N 0.89 -3.02 1.55 0.007
C 5.53 1.11 3.41 0.000
H -6.00 0.51 -2.86 0.000
H -2.75 0.31 -4.49 0.000
C -0.04 -0.60 -6.32 0.000
N 1.17 0.36 0.87 0.028
C -0.92 -3.20 -2.80 0.000
N -4.07 1.15 -2.64 0.001
C 1.15 -2.19 -3.43 0.001
H -2.01 -2.07 -1.33 0.001
H 2.03 5.99 0.68 0.000
C 1.88 1.37 1.21 0.009
C 2.06 3.87 0.96 0.001
H -0.10 -2.45 -7.17 0.000
H 1.38 1.97 -2.22 0.001
C 1.32 2.69 0.82 0.005
N 0.08 2.70 0.32 0.032
H 2.28 0.22 -3.36 0.000
C 0.18 5.07 0.09 0.001
C 5.42 0.49 2.17 0.000
H 2.43 2.44 3.63 0.000
C 0.37 1.44 -5.10 0.000
N 0.38 -1.57 -7.23 0.000
C 4.45 1.81 3.93 0.000
H -1.65 -4.00 -2.86 0.000
```